No. 1
{
  "formula": "C16H18NO4",
  "method": "wB97M-V/def2-TZVPD",
  "total_charge": -1,
  "spin_multiplicity": 1,
  "homo_energy_ev": -2.7,
  "lumo_ev": 3.12,
  "orbital_gap_ha": 0.2133,
  "symbols": ["C", "C", "C", "C", "O", "O", "H", "H", "H", "H", "C", "C", "O", "C", "C", "C", "N", "C", "C", "C", "C", "C", "C", "C", "O", "H", "H", "H", "H", "H", "H", "H", "H", "H", "H", "H", "H", "H", "H"],
  "coordinates": [[0.220, -0.044, 4.183], [-0.832, 0.604, 3.347], [-1.927, -0.130, 3.430], [-1.651, -1.268, 4.320], [-2.491, -2.115, 4.557], [-0.361, -1.188, 4.794], [1.063, -0.393, 3.571], [0.601, 0.616, 4.977], [-0.744, 1.503, 2.752], [-2.860, 0.056, 2.926], [-3.879, 1.495, -1.499], [-2.611, 2.251, -1.141], [-1.552, 1.372, -0.787], [-0.710, 1.921, 0.160], [0.637, 1.369, 0.231], [1.700, 2.166, 0.890], [0.857, 0.291, -0.496], [2.001, -0.246, -0.899], [2.023, -1.316, -1.826], [3.232, -1.875, -2.280], [3.227, -2.927, -3.166], [2.030, -3.444, -3.636], [0.831, -2.894, -3.213], [0.819, -1.843, -2.328], [-1.037, 2.840, 0.901], [-4.611, 2.131, -2.007], [-3.630, 0.647, -2.144], [-4.360, 1.083, -0.602], [-2.231, 2.846, -1.989], [-2.763, 2.950, -0.316], [1.273, 2.969, 1.497], [2.340, 1.557, 1.531], [2.320, 2.646, 0.133], [2.931, 0.191, -0.581], [4.164, -1.471, -1.924], [4.158, -3.367, -3.482], [2.029, -4.286, -4.313], [-0.102, -3.304, -3.565], [-0.108, -1.395, -2.006]],
  "nbo_charge": [-0.11, -0.14, -0.34, 0.74, -0.59, -0.49, 0.21, 0.19, 0.27, 0.23, -0.62, -0.08, -0.52, 0.74, -0.11, -0.66, -0.35, -0.19, 0.06, -0.27, -0.21, -0.29, -0.20, -0.26, -0.72, 0.20, 0.21, 0.20, 0.16, 0.21, 0.23, 0.19, 0.19, 0.13, 0.19, 0.19, 0.19, 0.19, 0.23]
}

***

No. 2
{
  "formula": "C28H38BMgN3O4P2",
  "method": "wB97M-V/def2-TZVPD",
  "e_above_lowest_kj_mol": 520.5,
  "spin_multiplicity": 1,
  "homo_energy_ev": [-6.6, -4.6],
  "lumo_ev": [-0.47, -0.93],
  "orbital_gap_ha": [0.2269, 0.1363],
  "symbols": ["Mg", "O", "C", "O", "C", "C", "C", "N", "C", "C", "C", "C", "C", "C", "C", "N", "C", "C", "C", "C", "C", "N", "H", "H", "H", "H", "H", "H", "H", "H", "H", "H", "C", "P", "C", "C", "C", "P", "C", "C", "H", "H", "H", "H", "H", "H", "H", "H", "H", "H", "H", "H", "H", "H", "H", "H", "C", "C", "C", "O", "B", "O", "C", "C", "C", "H", "H", "H", "H", "H", "H", "H", "H", "H", "H", "H", "H"],
  "coordinates": [[0.390, 0.068, 1.927], [6.527, -3.254, 1.782], [5.405, -3.740, 1.483], [4.987, -4.863, 1.160], [4.265, -2.772, 1.535], [2.977, -3.155, 1.166], [1.877, -2.308, 1.246], [2.080, -0.962, 1.369], [3.190, -0.647, 2.092], [4.333, -1.473, 2.027], [3.043, 0.457, 3.019], [4.047, 0.756, 3.973], [3.906, 1.859, 4.809], [2.665, 2.559, 4.730], [1.594, 2.054, 3.981], [1.801, 1.094, 3.086], [0.492, -2.781, 1.500], [0.122, -4.112, 1.647], [-1.221, -4.478, 1.865], [-2.198, -3.488, 1.917], [-1.817, -2.159, 1.815], [-0.480, -1.807, 1.559], [2.762, -4.143, 0.768], [5.301, -1.086, 2.371], [4.848, -0.001, 4.210], [4.672, 2.235, 5.479], [2.530, 3.530, 5.175], [0.584, 2.417, 4.011], [0.891, -4.917, 1.601], [-1.547, -5.486, 1.971], [-3.245, -3.734, 1.992], [-2.548, -1.357, 1.952], [-3.519, -4.140, -2.823], [-2.361, -3.000, -3.567], [-0.689, -3.699, -3.581], [-2.823, -2.054, -5.097], [-2.534, -0.621, -4.594], [-1.822, -0.851, -2.970], [-0.154, -0.297, -2.557], [-2.867, -0.650, -1.505], [-3.223, -4.208, -1.781], [-3.447, -5.150, -3.292], [-4.576, -3.764, -2.926], [-0.726, -4.703, -4.077], [-0.292, -3.851, -2.568], [-0.077, -3.041, -4.217], [-3.867, -2.090, -5.422], [-2.117, -2.313, -5.870], [-3.462, -0.028, -4.525], [-1.751, -0.139, -5.192], [0.717, -0.750, -3.065], [0.013, -0.434, -1.511], [-0.137, 0.817, -2.734], [-3.546, 0.203, -1.659], [-2.247, -0.425, -0.628], [-3.470, -1.561, -1.375], [-2.047, 4.533, 1.289], [-1.357, 3.959, 0.022], [-2.151, 4.274, -1.207], [-1.348, 2.455, 0.209], [-0.118, 2.126, 0.599], [0.885, 2.992, 0.299], [0.231, 4.302, -0.093], [0.700, 4.508, -1.518], [0.748, 5.375, 0.890], [-3.143, 4.338, 1.215], [-1.883, 5.638, 1.402], [-1.684, 4.095, 2.235], [-3.221, 4.127, -0.981], [-1.817, 3.611, -2.051], [-2.020, 5.332, -1.535], [0.390, 3.683, -2.143], [1.757, 4.666, -1.633], [0.232, 5.418, -1.908], [0.610, 5.081, 1.964], [0.209, 6.316, 0.628], [1.777, 5.614, 0.636]],
  "mulliken_charge": [0.74, -0.74, 0.46, -0.72, -0.29, -0.56, 0.22, -0.33, 0.32, -0.92, 0.65, -0.80, -0.37, -0.87, -0.15, 0.25, 0.52, -0.53, -0.71, -0.84, -0.38, 0.40, 0.52, 0.59, 0.33, 0.44, 0.37, 0.48, 0.34, 0.45, 0.47, 0.43, -1.03, 0.45, -1.18, -0.77, -0.65, 0.39, -0.32, -0.78, 0.34, 0.39, 0.35, 0.42, 0.34, 0.35, 0.34, 0.34, 0.39, 0.33, 0.44, -0.19, 0.15, 0.40, -0.06, 0.39, -1.67, 1.55, -1.76, -0.63, 0.24, -0.60, 1.88, -1.86, -1.75, 0.42, 0.32, 0.20, 0.46, 0.22, 0.30, 0.17, 0.50, 0.38, 0.19, 0.37, 0.47]
}

***

Which formula does entry 1 have? C16H18NO4

***

Which formula does entry 2 have? C28H38BMgN3O4P2

***

Which formula does entry 1 have? C16H18NO4